{
  "formula": "C17H44ClFNO14P",
  "method": "ωB97M-V/def2-TZVPD",
  "smiles": "CCP(CC)[C@@]1(O)OC(=O)O[C@]1(Cl)C(=O)NC(=O)F.CO.CO.CO.CO.CO.CO.CO.CO",
  "e_homo_ev": -8.2,
  "total_energy_ha": -2683.37105,
  "lumo_energy_ev": -0.61,
  "orbital_gap_ev": 7.63,
  "elements": ["C", "C", "P", "C", "C", "C", "O", "O", "C", "O", "O", "C", "Cl", "C", "O", "N", "C", "O", "F", "H", "H", "H", "H", "H", "H", "H", "H", "H", "H", "H", "H", "C", "O", "H", "H", "H", "H", "C", "O", "H", "H", "H", "H", "C", "O", "H", "H", "H", "H", "C", "O", "H", "H", "H", "H", "C", "O", "H", "H", "H", "H", "C", "O", "H", "H", "H", "H", "C", "O", "H", "H", "H", "H", "C", "O", "H", "H", "H", "H"],
  "xyz": [[-3.36, -3.58, 1.38], [-2.62, -2.52, 0.43], [-2.91, -0.69, 0.97], [-1.20, 0.13, 0.67], [-1.05, 1.51, 1.48], [-4.25, 0.13, -0.11], [-4.03, 1.42, -0.68], [-4.86, -0.75, -1.12], [-5.75, -1.65, -0.40], [-6.44, -2.59, -0.85], [-5.76, -1.23, 1.00], [-5.56, 0.23, 0.86], [-5.07, 1.19, 2.33], [-6.97, 0.66, 0.19], [-7.00, 1.51, -0.73], [-8.26, 0.04, 0.61], [-8.44, 0.07, 2.07], [-8.07, -0.85, 2.86], [-9.13, 1.16, 2.67], [-2.95, -3.64, 2.44], [-4.49, -3.45, 1.45], [-3.18, -4.63, 0.91], [-3.03, -2.60, -0.64], [-1.49, -2.70, 0.50], [-0.96, 0.20, -0.45], [-0.43, -0.63, 1.13], [-2.11, 1.95, 1.59], [-0.65, 1.29, 2.55], [-0.31, 2.24, 0.99], [-3.29, 1.90, -0.24], [-8.30, -0.95, 0.29], [1.68, 2.98, -1.30], [0.27, 2.85, -1.08], [2.20, 2.80, -0.36], [2.00, 2.24, -2.03], [1.90, 3.98, -1.66], [-0.16, 3.01, -1.92], [-10.64, -3.23, 4.26], [-9.39, -3.87, 4.06], [-11.19, -3.76, 5.04], [-10.47, -2.20, 4.57], [-11.22, -3.26, 3.33], [-8.93, -3.39, 3.37], [2.99, -0.66, -2.17], [3.45, 0.68, -2.22], [2.10, -0.70, -1.53], [2.72, -1.00, -3.18], [3.77, -1.30, -1.75], [4.23, 0.69, -2.79], [-0.15, 5.96, -2.83], [1.10, 5.32, -3.05], [-0.68, 5.43, -2.04], [0.01, 6.99, -2.53], [-0.74, 5.93, -3.75], [1.55, 5.81, -3.75], [2.84, -1.58, 2.18], [1.66, -0.79, 2.16], [2.58, -2.61, 1.93], [3.54, -1.20, 1.44], [3.29, -1.55, 3.17], [1.92, 0.11, 2.38], [7.03, -1.67, 0.89], [5.85, -0.88, 0.88], [6.77, -2.70, 0.64], [7.74, -1.29, 0.15], [7.48, -1.64, 1.89], [6.11, 0.03, 1.10], [7.61, -0.28, -3.45], [6.43, 0.51, -3.48], [7.34, -1.31, -3.70], [8.32, 0.09, -4.19], [8.05, -0.25, -2.46], [6.69, 1.41, -3.26], [10.91, -0.13, -1.22], [9.74, 0.67, -1.24], [10.65, -1.15, -1.47], [11.63, 0.25, -1.96], [11.36, -0.10, -0.22], [10.00, 1.57, -1.02]]
}



{
  "formula": "C17H46NO7PS2Si4",
  "method": "ωB97M-V/def2-TZVPD",
  "e_homo_ev": -9.4,
  "total_energy_ha": -3552.75978,
  "lumo_energy_ev": -0.13,
  "orbital_gap_ev": 9.29,
  "elements": ["N", "C", "O", "C", "C", "C", "P", "S", "C", "O", "S", "O", "O", "O", "H", "H", "H", "H", "H", "H", "H", "H", "H", "H", "O", "Si", "C", "C", "C", "Si", "C", "C", "C", "H", "H", "H", "H", "H", "H", "H", "H", "H", "H", "H", "H", "H", "H", "H", "H", "H", "H", "O", "Si", "C", "C", "C", "Si", "C", "C", "C", "H", "H", "H", "H", "H", "H", "H", "H", "H", "H", "H", "H", "H", "H", "H", "H", "H", "H"],
  "xyz": [[-2.19, -0.17, 1.51], [-2.18, 0.45, 0.25], [-1.67, -0.13, -0.65], [-2.72, 1.85, -0.05], [-4.08, 1.87, -0.79], [-5.33, 1.61, 0.06], [-5.70, 2.84, 1.44], [-6.53, 4.49, 0.83], [-5.50, 0.25, 0.74], [-5.71, -0.70, -0.30], [-6.76, 0.08, -1.30], [-6.35, -0.22, -2.61], [-8.08, -0.28, -0.98], [-6.47, 1.62, -0.84], [-2.78, -0.99, 1.54], [-2.45, 0.46, 2.26], [-2.77, 2.48, 0.85], [-2.00, 2.32, -0.72], [-4.09, 1.24, -1.68], [-4.21, 2.90, -1.17], [-6.57, 2.18, 2.36], [-4.45, 3.08, 2.06], [-6.44, 0.18, 1.33], [-4.71, 0.06, 1.48], [2.70, 3.74, 1.47], [3.33, 5.25, 1.23], [2.39, 6.15, -0.11], [5.13, 5.13, 0.72], [3.23, 6.25, 2.80], [2.43, 2.34, 0.64], [1.63, 1.05, 1.74], [4.05, 1.63, 0.00], [1.30, 2.64, -0.82], [2.51, 5.65, -1.08], [2.75, 7.17, -0.21], [1.32, 6.18, 0.12], [5.70, 4.56, 1.45], [5.57, 6.13, 0.64], [5.23, 4.64, -0.26], [3.79, 5.78, 3.61], [2.20, 6.37, 3.13], [3.65, 7.25, 2.64], [2.27, 0.82, 2.59], [1.46, 0.13, 1.18], [0.67, 1.41, 2.11], [4.50, 2.30, -0.73], [3.88, 0.66, -0.48], [4.76, 1.49, 0.82], [1.77, 3.30, -1.55], [0.37, 3.11, -0.50], [1.05, 1.70, -1.32], [0.79, -4.75, -1.64], [0.95, -6.35, -1.28], [-0.01, -6.76, 0.28], [2.75, -6.78, -1.01], [0.29, -7.40, -2.67], [1.11, -3.26, -0.99], [0.57, -1.89, -2.15], [2.94, -3.07, -0.66], [0.18, -3.04, 0.63], [0.42, -6.25, 1.15], [0.03, -7.84, 0.48], [-1.05, -6.46, 0.19], [3.35, -6.50, -1.87], [2.86, -7.86, -0.85], [3.15, -6.27, -0.13], [0.83, -7.21, -3.59], [-0.77, -7.20, -2.85], [0.39, -8.46, -2.42], [1.10, -1.96, -3.10], [0.79, -0.92, -1.70], [-0.50, -1.95, -2.34], [3.28, -3.78, 0.10], [3.17, -2.07, -0.30], [3.52, -3.25, -1.57], [0.54, -3.75, 1.38], [-0.89, -3.21, 0.48], [0.32, -2.03, 1.02]]
}



{
  "formula": "C17H47NO7",
  "method": "ωB97M-V/def2-TZVPD",
  "smiles": "CC1(C)CCCC(C)(C)N1O.CCO.CCO.CCO.CCO.O.O",
  "e_homo_ev": -8.9,
  "total_energy_ha": -1257.24268,
  "lumo_energy_ev": 0.69,
  "orbital_gap_ev": 9.56,
  "relative_energy_kcal_mol": 0.0,
  "elements": ["C", "C", "C", "C", "C", "C", "C", "C", "C", "N", "O", "H", "H", "H", "H", "H", "H", "H", "H", "H", "H", "H", "H", "H", "H", "H", "H", "H", "H", "H", "C", "C", "O", "H", "H", "H", "H", "H", "H", "C", "C", "O", "H", "H", "H", "H", "H", "H", "C", "C", "O", "H", "H", "H", "H", "H", "H", "C", "C", "O", "H", "H", "H", "H", "H", "H", "O", "H", "H", "O", "H", "H"],
  "xyz": [[-3.01, -0.49, 2.43], [-3.27, -1.16, 1.08], [-3.24, -2.66, 1.23], [-4.62, -0.80, 0.58], [-4.83, -1.07, -0.87], [-3.70, -0.44, -1.77], [-2.35, -0.86, -1.26], [-2.13, -2.32, -1.70], [-1.24, -0.02, -2.02], [-2.29, -0.55, 0.17], [-1.00, -0.60, 0.63], [-2.27, -1.11, 2.98], [-2.65, 0.52, 2.26], [-3.97, -0.45, 2.96], [-2.19, -2.99, 1.14], [-3.81, -3.13, 2.02], [-3.78, -2.96, 0.31], [-5.39, -1.27, 1.16], [-4.87, 0.31, 0.76], [-4.91, -2.15, -1.10], [-5.83, -0.77, -1.21], [-3.87, 0.63, -1.67], [-3.77, -0.87, -2.79], [-1.98, -2.44, -2.80], [-2.95, -2.97, -1.36], [-1.22, -2.67, -1.25], [-1.35, 1.05, -1.85], [-1.18, -0.11, -3.10], [-0.29, -0.25, -1.61], [-0.69, -1.51, 0.55], [-0.37, 4.33, 1.25], [-0.70, 2.95, 1.76], [-0.39, 2.02, 0.73], [0.68, 4.37, 0.91], [-0.40, 5.11, 2.00], [-1.01, 4.54, 0.38], [-1.77, 2.96, 2.02], [-0.12, 2.72, 2.65], [-0.79, 1.15, 0.94], [2.39, -0.25, 3.45], [3.68, -0.12, 2.63], [3.88, -1.30, 1.82], [2.45, -1.16, 4.01], [1.54, -0.26, 2.84], [2.24, 0.69, 4.03], [4.54, -0.06, 3.34], [3.62, 0.72, 1.94], [4.58, -1.12, 1.20], [1.69, -3.60, -1.46], [2.34, -3.34, -0.17], [1.72, -2.10, 0.46], [1.79, -2.84, -2.23], [0.64, -3.72, -1.32], [1.91, -4.61, -1.72], [3.42, -3.21, -0.35], [2.29, -4.09, 0.60], [2.41, -1.72, 1.02], [3.80, 4.36, -2.59], [2.80, 3.41, -2.12], [2.48, 2.36, -3.09], [3.31, 4.69, -3.52], [4.72, 3.89, -2.70], [3.99, 5.23, -1.96], [1.85, 3.89, -1.82], [3.23, 2.94, -1.18], [2.07, 1.65, -2.55], [1.77, 0.50, -0.87], [1.33, 1.23, -0.49], [1.56, -0.33, -0.37], [4.67, 0.43, -0.98], [3.71, 0.60, -1.10], [5.08, 1.23, -1.29]]
}



{
  "formula": "C17H48AgN3O6",
  "method": "ωB97M-V/def2-TZVPD",
  "e_homo_ev": [-11.6, -11.6],
  "total_energy_ha": -1438.77366,
  "s_squared": 0.75,
  "lumo_energy_ev": [-3.98, -6.11],
  "spin_multiplicity": 2,
  "total_charge": 1,
  "orbital_gap_ev": [7.65, 5.52],
  "relative_energy_kcal_mol": 0.0,
  "elements": ["Ag", "C", "O", "H", "H", "H", "C", "C", "C", "O", "C", "N", "H", "H", "H", "H", "H", "H", "H", "H", "H", "H", "H", "C", "C", "C", "O", "C", "N", "H", "H", "H", "H", "H", "H", "H", "H", "H", "H", "H", "C", "C", "C", "O", "C", "N", "H", "H", "H", "H", "H", "H", "H", "H", "H", "H", "H", "C", "C", "O", "H", "H", "H", "H", "H", "H", "C", "C", "O", "H", "H", "H", "H", "H", "H"],
  "xyz": [[-14.91, 18.35, 9.62], [-17.26, 16.23, 7.92], [-16.63, 17.34, 8.35], [-17.45, 15.52, 8.76], [-18.21, 16.41, 7.42], [-16.58, 15.65, 7.27], [-16.25, 13.96, 4.64], [-16.75, 15.34, 4.22], [-15.72, 16.43, 4.30], [-16.38, 17.68, 4.16], [-15.74, 18.79, 4.73], [-17.24, 15.26, 2.84], [-16.09, 13.85, 5.72], [-15.33, 13.69, 4.12], [-17.01, 13.23, 4.37], [-17.56, 15.62, 4.91], [-15.03, 16.31, 3.45], [-15.15, 16.39, 5.24], [-14.87, 19.04, 4.10], [-15.29, 18.57, 5.72], [-16.44, 19.61, 4.86], [-17.43, 16.21, 2.52], [-18.14, 14.81, 2.81], [-16.57, 15.87, 13.28], [-15.62, 16.71, 12.43], [-14.59, 15.80, 11.79], [-13.87, 16.48, 10.78], [-12.92, 15.67, 10.09], [-16.33, 17.52, 11.40], [-16.93, 14.99, 12.74], [-17.39, 16.47, 13.68], [-16.04, 15.49, 14.15], [-15.11, 17.42, 13.08], [-15.03, 14.86, 11.44], [-13.89, 15.52, 12.58], [-12.63, 14.81, 10.70], [-12.00, 16.22, 9.94], [-13.30, 15.29, 9.13], [-16.99, 16.91, 10.93], [-16.89, 18.22, 11.88], [-15.99, 11.98, 10.99], [-15.00, 12.38, 9.91], [-13.79, 11.49, 9.85], [-13.05, 11.66, 11.02], [-11.74, 11.16, 10.92], [-15.69, 12.40, 8.61], [-16.93, 12.53, 10.88], [-15.56, 12.07, 11.99], [-16.26, 10.92, 10.87], [-14.63, 13.38, 10.17], [-13.22, 11.78, 8.94], [-14.08, 10.45, 9.62], [-11.71, 10.07, 10.75], [-11.22, 11.37, 11.85], [-11.19, 11.61, 10.08], [-16.28, 13.22, 8.55], [-15.03, 12.38, 7.85], [-19.13, 21.50, 6.32], [-19.18, 20.17, 7.02], [-17.94, 19.99, 7.73], [-18.50, 21.44, 5.43], [-18.81, 22.31, 6.97], [-20.11, 21.72, 5.90], [-19.23, 19.39, 6.26], [-20.01, 20.12, 7.72], [-17.63, 19.09, 7.63], [-20.49, 16.79, 5.05], [-21.79, 16.79, 5.83], [-22.89, 17.36, 5.10], [-19.80, 16.17, 5.65], [-20.01, 17.76, 4.98], [-20.52, 16.24, 4.11], [-21.68, 17.39, 6.73], [-22.06, 15.78, 6.15], [-23.23, 16.68, 4.51]]
}



{
  "formula": "C17H48ClN4O9",
  "method": "ωB97M-V/def2-TZVPD",
  "e_homo_ev": -5.2,
  "total_energy_ha": -2032.28071,
  "lumo_energy_ev": 2.63,
  "total_charge": -1,
  "orbital_gap_ev": 7.81,
  "relative_energy_kcal_mol": 188.7,
  "elements": ["Cl", "O", "O", "O", "O", "C", "O", "H", "H", "H", "H", "C", "C", "C", "O", "C", "N", "H", "H", "H", "H", "H", "H", "H", "H", "H", "H", "H", "C", "C", "C", "O", "C", "N", "H", "H", "H", "H", "H", "H", "H", "H", "H", "H", "H", "C", "C", "C", "O", "C", "N", "H", "H", "H", "H", "H", "H", "H", "H", "H", "H", "H", "C", "C", "C", "O", "C", "N", "H", "H", "H", "H", "H", "H", "H", "H", "H", "H", "H"],
  "xyz": [[-8.40, 20.82, -12.44], [-7.35, 19.90, -12.73], [-7.77, 21.91, -11.82], [-8.95, 21.34, -13.69], [-9.34, 20.22, -11.51], [-5.30, 21.32, -11.21], [-5.33, 19.98, -11.80], [-4.30, 21.65, -10.94], [-5.80, 22.02, -11.88], [-5.71, 21.22, -10.21], [-6.18, 19.82, -12.21], [-6.93, 23.21, -14.49], [-6.67, 23.71, -13.06], [-5.87, 25.02, -13.23], [-4.68, 24.93, -14.00], [-3.59, 24.51, -13.23], [-7.87, 23.93, -12.29], [-6.04, 23.35, -15.10], [-7.59, 23.91, -15.01], [-7.24, 22.18, -14.66], [-6.06, 23.02, -12.47], [-5.85, 25.58, -12.30], [-6.52, 25.68, -13.81], [-2.62, 24.61, -13.72], [-3.81, 23.51, -12.84], [-3.53, 25.21, -12.40], [-7.73, 24.25, -11.34], [-8.13, 22.96, -12.18], [-9.13, 21.27, -16.55], [-10.44, 21.88, -15.97], [-11.14, 20.69, -15.23], [-12.26, 21.24, -14.57], [-13.04, 20.16, -14.03], [-10.09, 23.01, -15.12], [-8.64, 21.75, -17.39], [-9.35, 20.28, -16.94], [-8.36, 21.04, -15.81], [-11.15, 22.21, -16.73], [-10.64, 20.20, -14.40], [-11.32, 19.92, -15.98], [-13.81, 20.46, -13.33], [-12.46, 19.33, -13.62], [-13.60, 19.69, -14.84], [-9.59, 22.55, -14.37], [-9.40, 23.62, -15.53], [-11.83, 22.27, -12.02], [-11.67, 21.70, -10.62], [-12.02, 20.19, -10.65], [-12.09, 19.66, -9.32], [-12.92, 18.45, -9.16], [-10.29, 22.01, -10.33], [-11.62, 23.34, -12.01], [-12.85, 22.24, -12.40], [-11.18, 21.80, -12.76], [-12.24, 22.21, -9.85], [-11.31, 19.63, -11.26], [-13.03, 20.12, -11.05], [-12.75, 17.64, -9.86], [-13.98, 18.64, -9.31], [-12.73, 17.94, -8.21], [-9.67, 21.58, -10.99], [-10.07, 21.42, -9.54], [-6.57, 19.24, -7.94], [-6.87, 19.55, -9.42], [-7.53, 18.38, -10.11], [-8.85, 18.15, -9.57], [-9.66, 17.29, -10.39], [-7.65, 20.80, -9.50], [-7.53, 19.07, -7.45], [-6.05, 20.01, -7.37], [-6.02, 18.30, -7.81], [-5.93, 19.74, -9.93], [-6.96, 17.50, -9.84], [-7.50, 18.44, -11.20], [-9.10, 16.36, -10.46], [-9.92, 17.67, -11.38], [-10.59, 16.97, -9.92], [-8.55, 20.57, -9.11], [-7.95, 20.88, -10.47]]
}



{
  "formula": "C17H48N8O4P2",
  "method": "ωB97M-V/def2-TZVPD",
  "smiles": "CN(C)P(=O)(N(C)C)N(C)C.CN(C)P(=O)(N(C)C)N(C)C.NCCCCNC(=O)O",
  "e_homo_ev": -8.0,
  "total_energy_ha": -2097.99902,
  "lumo_energy_ev": -0.71,
  "orbital_gap_ev": 7.30,
  "elements": ["C", "N", "C", "P", "O", "N", "C", "C", "N", "C", "C", "H", "H", "H", "H", "H", "H", "H", "H", "H", "H", "H", "H", "H", "H", "H", "H", "H", "H", "C", "N", "C", "P", "O", "N", "C", "C", "N", "C", "C", "H", "H", "H", "H", "H", "H", "H", "H", "H", "H", "H", "H", "H", "H", "H", "H", "H", "H", "N", "C", "C", "C", "C", "N", "C", "O", "O", "H", "H", "H", "H", "H", "H", "H", "H", "H", "H", "H", "H"],
  "xyz": [[-2.90, -0.71, 1.13], [-1.68, -1.49, 1.06], [-1.03, -1.40, -0.24], [-0.76, -2.21, 2.31], [0.25, -1.08, 2.49], [-1.35, -2.14, 3.93], [-2.66, -1.72, 4.38], [-0.35, -1.78, 4.95], [-1.64, -3.69, 2.06], [-3.03, -3.88, 1.71], [-1.03, -4.86, 2.68], [-3.52, -0.91, 0.25], [-2.70, 0.37, 1.16], [-3.53, -0.97, 1.98], [-1.19, -2.32, -0.81], [0.05, -1.25, -0.14], [-1.40, -0.56, -0.84], [-3.00, -0.80, 3.90], [-2.66, -1.50, 5.45], [-3.41, -2.50, 4.27], [-0.24, -0.70, 5.04], [0.63, -2.20, 4.70], [-0.62, -2.19, 5.92], [-3.72, -3.33, 2.34], [-3.31, -4.93, 1.79], [-3.22, -3.61, 0.67], [-1.36, -4.98, 3.72], [0.06, -4.77, 2.68], [-1.26, -5.78, 2.13], [1.02, 0.97, -4.28], [1.07, -0.31, -4.95], [2.29, -1.05, -4.65], [-0.16, -1.20, -5.75], [-0.58, -2.04, -4.55], [-1.73, -0.48, -5.93], [-2.11, 0.89, -5.65], [-2.85, -1.37, -5.62], [0.30, -0.43, -7.24], [0.76, 0.92, -7.48], [-0.24, -1.08, -8.44], [1.96, 1.51, -4.42], [0.84, 0.87, -3.20], [0.26, 1.64, -4.69], [2.98, -1.02, -5.50], [2.08, -2.10, -4.43], [2.81, -0.65, -3.78], [-1.72, 1.27, -4.71], [-3.20, 0.99, -5.57], [-1.85, 1.56, -6.48], [-3.09, -1.38, -4.55], [-2.65, -2.40, -5.93], [-3.75, -1.06, -6.17], [0.13, 1.69, -7.04], [0.81, 1.13, -8.55], [1.78, 1.07, -7.10], [-1.23, -0.69, -8.69], [-0.32, -2.15, -8.28], [0.42, -0.94, -9.30], [0.68, 3.95, 4.30], [0.88, 2.49, 4.14], [2.35, 2.13, 3.79], [3.27, 2.41, 5.02], [4.24, 3.63, 4.82], [4.67, 4.30, 6.07], [3.89, 5.42, 6.46], [4.40, 6.27, 7.09], [2.55, 5.54, 6.18], [-0.28, 4.17, 4.05], [1.33, 4.48, 3.74], [0.19, 2.15, 3.35], [0.63, 2.01, 5.10], [2.34, 1.05, 3.57], [2.66, 2.70, 2.89], [3.91, 1.53, 5.16], [2.72, 2.59, 5.96], [5.16, 3.19, 4.40], [3.87, 4.34, 4.07], [4.66, 3.60, 6.81], [2.40, 5.80, 5.26]]
}